(1)
This record from OMol25 describes C5H5NO2 in the gas phase in a non-equilibrium geometry. The level of theory is ωB97M-V/def2-TZVPD.

Values from the calculation:
SMILES string: CO/C=C(\C#N)C=O
Charge: 0
Total energy in Ha: -398.5529

The geometry in XYZ format:
```
13
Properties=species:S:1:pos:R:3:forces:R:3:mulliken_charge:R:1
C 2.96119 -0.38874 0.11247 -0.2936 -0.1879 3.0486 -0.512
C 0.58742 0.22892 -0.01689 -1.0362 -3.4299 -1.2480 0.259
C -0.81561 -0.03180 -0.28669 4.1301 4.0571 0.9822 -0.082
C -1.23842 1.44497 -0.27584 -1.6173 2.0519 4.1844 0.035
C -1.58336 -1.22872 -0.15660 -3.1661 -6.7448 4.4098 0.103
H 2.85648 0.62286 0.83494 0.6314 -2.2724 -2.8181 0.281
H 3.37603 -1.15893 1.04709 -1.4084 1.6665 -3.2720 0.233
H 3.62885 -0.44342 -0.85979 -1.4620 0.4939 2.3381 0.234
H 0.73061 1.31546 0.40614 0.6415 -1.9559 -0.9734 0.425
H -2.35132 1.57379 -0.41124 1.0324 0.2319 -0.6823 0.337
N -2.10343 -2.24804 0.38500 3.7612 7.6647 -4.6387 -0.445
O 1.51131 -0.75349 -0.30617 0.8716 2.8461 1.9632 -0.267
O -0.63431 2.46334 0.30983 -2.0844 -4.4211 -3.2938 -0.602
```
Positions in Å, forces in eV/Å.

(2)
This record from OMol25 describes an isolated ion of composition C5H5NO2S and charge -2 in a non-equilibrium geometry. The level of theory is ωB97M-V/def2-TZVPD.

Values from the calculation:
SMILES string: C=C(C)/C([O-])=N/C([O-])=S
Charge: -2
Total energy in Ha: -796.8605

The geometry in XYZ format:
```
14
Properties=species:S:1:pos:R:3:forces:R:3:mulliken_charge:R:1
C 1.08060 -0.78196 1.80915 4.0882 -0.5820 -0.7715 -0.684
C 0.30856 -0.06820 1.03486 -0.8123 1.4242 -1.9323 0.179
C 0.88215 0.43113 -0.61982 -3.0411 -3.1659 2.2970 0.462
C -0.27995 -0.03936 -2.74068 0.2999 0.5455 -0.9764 0.169
C -1.17415 0.26935 1.25125 1.9942 0.6431 4.4629 -1.006
N -0.06658 0.04838 -1.40185 0.2712 0.0472 0.8609 -0.310
O 2.00989 0.83425 -0.63342 2.3305 1.4436 -0.4830 -0.711
O 0.38049 -0.75059 -3.51921 -0.4570 0.2592 0.6018 -0.670
S -1.67766 0.96044 -3.20980 -0.0937 -0.1149 -0.5320 -0.768
H 0.98557 -0.96648 2.84579 -0.8577 -0.5622 1.1100 0.327
H 2.20036 -1.06066 1.46624 -2.4753 0.8174 0.4683 0.150
H -1.44997 0.19050 0.31906 -2.3273 -0.3740 -5.1806 0.370
H -1.38296 1.32493 1.53081 0.4100 -0.4725 0.0227 0.204
H -1.81634 -0.39173 1.86761 0.6703 0.0912 0.0521 0.288
```
Positions in Å, forces in eV/Å.

(3)
This record from OMol25 describes C5H5NOS in the gas phase in a non-equilibrium geometry. The level of theory is ωB97M-V/def2-TZVPD.

Values from the calculation:
SMILES string: C#CC(=C)S/C=N\O
Charge: 0
Total energy in Ha: -721.4909

The geometry in XYZ format:
```
13
Properties=species:S:1:pos:R:3:forces:R:3:mulliken_charge:R:1
C 1.62547 -0.79752 0.74361 0.9858 0.8865 -2.0947 -0.129
C -0.88005 -0.48784 -0.08201 -1.6030 -1.7345 0.4211 0.484
C -2.06554 -1.12237 -0.01186 -2.7326 0.8391 -1.7092 -0.666
C -0.93120 0.91088 0.03868 -0.3825 7.3987 -0.2861 -0.424
C -1.12059 2.17440 0.03432 1.9920 -3.9349 -0.2549 -0.141
H 2.05207 0.43632 -1.36227 1.1414 0.5864 1.1841 0.307
H 1.66884 -1.21770 1.69331 0.0805 -0.6239 1.6092 0.447
H -2.89579 -0.27270 -0.12598 1.1633 -2.5669 0.7208 0.245
H -2.36253 -2.24143 -0.22873 1.0801 2.4559 0.7343 0.270
H -0.93111 3.30160 -0.05808 -0.7188 -2.4606 0.3485 0.357
N 2.55734 0.00454 0.45547 1.5419 1.4956 1.5271 -0.247
O 2.74650 0.74252 -0.66976 -2.2629 -1.9621 -1.1226 -0.269
S 0.53660 -1.43070 -0.42669 -0.2853 -0.3793 -1.0776 -0.233
```
Positions in Å, forces in eV/Å.

(4)
This record from OMol25 describes C5H5NOS in the gas phase in a non-equilibrium geometry. The level of theory is ωB97M-V/def2-TZVPD.

Values from the calculation:
SMILES string: C/C=C1/OC=NC1=S
Charge: 0
Total energy in Ha: -721.6515

The geometry in XYZ format:
```
13
Properties=species:S:1:pos:R:3:forces:R:3:mulliken_charge:R:1
C -0.87227 -1.89897 -0.32184 0.1249 -0.4449 -0.8476 -1.122
C -0.69930 -0.44003 -0.78993 0.8203 -1.8141 2.3544 -0.205
C 0.08823 0.45533 -0.15958 -1.5751 -0.9173 -2.5036 0.408
C 0.82530 2.41960 0.22367 -0.3062 -1.2568 1.7839 0.036
C 1.06005 0.41051 0.90033 -0.8968 1.1485 -0.5412 0.311
H -1.83740 -2.34654 -0.66642 0.8804 0.4858 -0.5694 0.339
H 0.00740 -2.59490 -0.61977 -1.4887 1.2541 0.7298 0.259
H -1.07857 -1.91211 0.74154 0.8600 -0.0554 0.4863 0.352
H -1.37435 -0.16737 -1.54221 -0.5172 0.8860 -1.0946 0.423
H 0.80824 3.47812 0.17843 0.2586 0.7898 -0.3270 0.400
N 1.36406 1.73436 1.20038 0.0587 1.3740 -1.4500 -0.470
O 0.03835 1.76517 -0.64949 0.6808 0.4790 0.6593 -0.375
S 1.67026 -0.90317 1.50490 1.1002 -1.9288 1.3197 -0.356
```
Positions in Å, forces in eV/Å.

For reference, HOMO by record: -9.345, 0.842, -9.176, -8.745 eV.